Record 1
{
  "formula": "C16H21N8O4PtS2",
  "method": "wB97M-V/def2-TZVPD",
  "symbols": ["Pt", "C", "C", "N", "N", "C", "N", "S", "C", "C", "C", "C", "C", "N", "H", "H", "H", "H", "H", "H", "H", "H", "H", "H", "C", "C", "N", "C", "C", "N", "C", "O", "O", "C", "O", "O", "H", "H", "H", "H", "H", "C", "N", "C", "N", "S", "H", "H", "H", "H", "H", "H"],
  "positions_angstrom": [[0.23770, -0.03831, -0.24989], [-2.94386, 3.47955, -0.86682], [-1.54348, 2.96936, -0.77450], [-0.75595, 2.67133, -1.73107], [-1.16025, 2.83086, -3.03607], [-0.17626, 2.67847, -3.92765], [-0.35513, 2.87370, -5.21336], [1.34917, 2.21459, -3.27140], [-0.91923, 2.82444, 0.58389], [-0.88502, 3.97353, 1.41127], [-0.05096, 3.99923, 2.54001], [0.60039, 2.86747, 2.91210], [0.31227, 1.58793, 2.21600], [-0.34503, 1.69848, 0.91939], [-3.16706, 3.98221, -1.80607], [-3.15328, 4.18536, -0.06505], [-3.63982, 2.64538, -0.74183], [-2.08976, 3.14378, -3.29118], [-1.23381, 3.19879, -5.59494], [0.41101, 2.77476, -5.86500], [-1.40609, 4.86758, 1.10039], [0.08766, 4.92276, 3.08554], [1.26914, 2.82482, 3.76228], [-0.30625, 0.96518, 2.88070], [2.32287, -2.83000, -1.58040], [2.42872, -2.38376, -0.17011], [1.83534, -1.33986, 0.40098], [2.24484, -1.32007, 1.72901], [3.07657, -2.37359, 1.95621], [3.18073, -3.00828, 0.75324], [3.85981, -2.94829, 3.10764], [3.70068, -2.41296, 4.30236], [4.57885, -3.87105, 2.86662], [1.81859, -0.24998, 2.62284], [1.73728, -0.27645, 3.81309], [1.48182, 0.84060, 1.86386], [1.78577, -2.09411, -2.17307], [1.80481, -3.78781, -1.64528], [3.31856, -2.96108, -2.00476], [3.78435, -3.81702, 0.62996], [3.02105, -1.71823, 4.33651], [-2.71003, -3.75339, 0.68769], [-1.97929, -2.61800, 0.11347], [-1.94570, -2.33785, -1.16751], [-2.58042, -3.08720, -2.05076], [-1.07147, -0.94869, -1.81963], [-2.50700, -3.78644, 1.75307], [-2.36449, -4.68744, 0.24404], [-3.78333, -3.63456, 0.53726], [-1.50619, -1.97478, 0.72893], [-3.14214, -3.88097, -1.77589], [-2.52672, -2.88001, -3.03613]],
  "fmax_ha_per_bohr": 0.003,
  "charge": 3,
  "molar_mass_da": 648.6,
  "spin_multiplicity": 5,
  "homo_lumo_gap_ev": [8.27, 6.41]
}


Record 2
{
  "formula": "C16H21NO5S2",
  "method": "wB97M-V/def2-TZVPD",
  "symbols": ["C", "C", "N", "C", "O", "C", "S", "C", "C", "C", "C", "C", "C", "O", "C", "C", "O", "C", "C", "C", "S", "O", "O", "C", "H", "H", "H", "H", "H", "H", "H", "H", "H", "H", "H", "H", "H", "H", "H", "H", "H", "H", "H", "H", "H"],
  "positions_angstrom": [[-3.16228, -2.90577, -0.42224], [-2.32520, -1.85263, 0.30994], [-1.47571, -1.07555, -0.57873], [-0.28403, -1.50729, -1.06063], [0.39054, -0.83212, -1.81928], [0.23749, -2.84342, -0.58083], [0.85547, -2.65354, 1.13738], [1.83268, -1.17938, 0.94593], [1.53470, -0.07043, 1.72388], [2.27409, 1.08517, 1.57309], [3.30044, 1.14789, 0.63874], [3.58407, 0.02969, -0.15457], [2.85885, -1.13924, 0.02098], [4.56589, 0.04552, -1.10623], [4.98349, 1.34755, -1.45123], [5.21609, 2.17508, -0.18825], [4.01090, 2.31427, 0.53256], [-1.82278, 0.31135, -0.85477], [-1.51277, 1.18418, 0.39392], [-2.47944, 2.34201, 0.46287], [-4.02620, 1.47942, 0.06059], [-4.38119, 0.61016, 1.14999], [-5.04147, 2.35889, -0.44470], [-3.27315, 0.50474, -1.28010], [-3.60661, -3.57638, 0.30818], [-2.55823, -3.49221, -1.11003], [-3.96915, -2.45213, -0.99195], [-1.70340, -2.34171, 1.06446], [-3.00037, -1.16559, 0.82435], [-0.50498, -3.63368, -0.53797], [1.06764, -3.14219, -1.21946], [0.73720, -0.12175, 2.44798], [2.07237, 1.95993, 2.17051], [3.10647, -1.99040, -0.59149], [4.21565, 1.83387, -2.06802], [5.90265, 1.23595, -2.02776], [5.96889, 1.67600, 0.43731], [5.55075, 3.18500, -0.42929], [-1.15558, 0.61030, -1.67110], [-1.65063, 0.57413, 1.28841], [-0.47158, 1.50639, 0.36228], [-2.54194, 2.79818, 1.44406], [-2.31886, 3.09291, -0.30423], [-3.36763, 1.11143, -2.17483], [-3.81541, -0.42312, -1.40909]],
  "fmax_ha_per_bohr": 0.016,
  "smiles": "CCN(C(=O)CSc1ccc2c(c1)OCCO2)[C@@H]1CCS(=O)(=O)C1",
  "molar_mass_da": 371.5,
  "homo_lumo_gap_ev": 8.90
}


Record 3
{
  "formula": "C16H22BCrN7",
  "method": "wB97M-V/def2-TZVPD",
  "symbols": ["H", "N", "B", "N", "C", "Cr", "H", "C", "H", "C", "H", "C", "H", "H", "H", "N", "N", "N", "N", "C", "C", "H", "H", "C", "C", "C", "C", "H", "H", "H", "H", "H", "C", "C", "C", "C", "C", "C", "N", "H", "H", "H", "H", "H", "H", "H", "H"],
  "positions_angstrom": [[1.30348, 0.74304, 2.97626], [-0.25045, -0.31683, 2.03298], [-2.42793, -1.02255, 1.05179], [-1.54116, -0.64911, 2.29311], [-1.82387, -0.15555, 3.51651], [0.30182, -0.52570, -0.92862], [-2.79906, -0.31019, 3.93795], [-0.70397, 0.50894, 4.00641], [-0.59857, 0.99642, 4.95569], [0.29350, 0.36976, 3.03806], [-3.50947, -1.34072, 1.44028], [0.43276, -0.60818, -2.96013], [1.40302, -0.37528, -3.42849], [-0.35435, -0.08158, -3.51488], [0.25939, -1.69289, -3.10138], [-1.78610, -2.16148, 0.20720], [-2.46041, 0.17974, 0.07337], [-0.51405, -2.07030, -0.41332], [-1.30276, 0.58006, -0.58968], [-2.29875, -3.37606, -0.02550], [-3.44726, 1.04599, -0.19214], [-3.29572, -3.61633, 0.33414], [-4.42259, 0.87997, 0.23514], [-1.34799, -4.14483, -0.69525], [-2.94436, 2.05502, -1.00981], [-0.24784, -3.32430, -0.90829], [-1.61004, 1.72650, -1.24532], [-1.45046, -5.19038, -0.94524], [-3.46958, 2.90863, -1.39770], [0.68641, -3.55116, -1.41482], [-0.88397, 2.20007, -1.88667], [0.25477, -0.74507, 1.23054], [3.21942, -0.37583, 1.35805], [2.91378, 0.72296, 0.42912], [3.72706, 1.87657, 0.32759], [3.22757, 2.64424, -0.73008], [2.13478, 1.93317, -1.26967], [1.44265, 2.34282, -2.49162], [1.91404, 0.78554, -0.52554], [2.57184, -1.25295, 1.25215], [3.17796, -0.01351, 2.39682], [4.25769, -0.70519, 1.19394], [4.57672, 2.09855, 0.96381], [3.56695, 3.60547, -1.10973], [0.76358, 3.18196, -2.28720], [2.17035, 2.70707, -3.23227], [0.89118, 1.51349, -2.94755]],
  "fmax_ha_per_bohr": 0.111,
  "molar_mass_da": 375.2,
  "spin_multiplicity": 5,
  "homo_lumo_gap_ev": [5.74, 6.10]
}


Record 4
{
  "formula": "C16H22Br2GaN6O2PS2",
  "method": "wB97M-V/def2-TZVPD",
  "symbols": ["Ga", "Br", "C", "Br", "H", "H", "N", "C", "C", "C", "C", "C", "C", "S", "O", "O", "N", "C", "S", "C", "C", "N", "H", "H", "H", "H", "H", "H", "H", "H", "C", "N", "C", "N", "C", "N", "C", "P", "C", "C", "H", "H", "H", "H", "H", "H", "H", "H", "H", "H", "H", "H"],
  "positions_angstrom": [[-0.83504, -1.06303, -1.96964], [2.73779, -1.52220, -3.03379], [2.75048, 0.39490, -2.88424], [1.37388, 1.07128, -1.69317], [2.57909, 0.81902, -3.86394], [3.69644, 0.69844, -2.45644], [-0.78408, 7.80018, -1.65374], [-1.14776, 6.52658, -1.53700], [-1.48242, 5.76411, -2.69562], [-1.86750, 4.46962, -2.56526], [-1.94153, 3.86864, -1.28085], [-1.59779, 4.61688, -0.12510], [-1.21206, 5.91417, -0.25130], [-2.09852, 1.52045, 0.15249], [-2.39187, 2.62981, -1.23336], [-0.74353, 1.84786, 0.54589], [-2.01371, 0.16726, -0.69099], [-3.14923, -0.53587, -1.05464], [-4.78567, -0.46351, -0.59608], [-5.10756, -1.85567, -1.58284], [-3.98489, -2.28822, -2.18949], [-2.87214, -1.53426, -1.87790], [-0.74666, 8.25620, -2.55269], [-0.55357, 8.35815, -0.84558], [-1.42852, 6.22995, -3.67118], [-2.13533, 3.87231, -3.42568], [-1.64885, 4.15846, 0.85143], [-0.96315, 6.49961, 0.62460], [-6.10766, -2.24735, -1.66732], [-3.89610, -3.12330, -2.86598], [0.81882, -3.57867, 2.50595], [-0.62627, -3.46433, 2.28421], [-1.13486, -4.74997, 1.79841], [-0.45048, -5.22479, 0.59383], [0.98823, -5.29410, 0.85602], [1.54871, -4.02314, 1.31775], [1.57505, -3.01378, 0.27670], [-0.16438, -2.66241, -0.24706], [-0.95886, -2.36292, 1.39993], [-0.75134, -4.39405, -0.55814], [0.97919, -4.31263, 3.29540], [1.21264, -2.61782, 2.83940], [-2.20418, -4.66445, 1.59845], [-0.98905, -5.48743, 2.58716], [1.50801, -5.61639, -0.04678], [1.15351, -6.03641, 1.63663], [2.15081, -3.35115, -0.58678], [2.04003, -2.09698, 0.64514], [-2.04064, -2.28032, 1.27536], [-0.59186, -1.41820, 1.80888], [-0.26223, -4.78742, -1.45163], [-1.83089, -4.38320, -0.74122]],
  "fmax_ha_per_bohr": 0.012,
  "e_above_lowest_kcal_mol": 21.8,
  "charge": 2,
  "molar_mass_da": 655.0,
  "homo_lumo_gap_ev": [6.40, 5.51]
}